Entry 1:
ORCA calculation (ωB97M-V with the def2-TZVPD basis set) on a 6-piece molecular cluster, C33H38BF40N4O7 overall in a non-equilibrium geometry.

```
! wB97M-V def2-TZVPD RIJCOSX def2/J DEFGRID3
* xyz 1 1
C 3.65334 -1.02966 2.20961
C 4.52548 -0.74160 1.21850
N 4.20763 0.12824 0.13628
C 3.07736 0.13155 -0.53399
N 2.88073 0.99834 -1.57933
C 1.67545 0.44968 -2.24161
N 1.04538 1.29802 -3.21591
C 0.89405 0.01568 -1.00442
C -0.38943 -0.81638 -1.20442
O -0.14610 -2.18945 -1.01124
C -0.74250 -2.67927 0.18395
B 0.49041 1.19093 0.03941
C -0.15588 2.54114 -0.41231
O 0.71238 0.98620 1.37858
N 2.02212 -0.72745 -0.33793
H 3.18106 -0.27802 2.83535
H 3.39742 -2.06638 2.40886
H 5.55004 -1.10024 1.21153
H 4.90653 0.79512 -0.18765
H 2.86691 1.98838 -1.35043
H 1.96996 -0.51427 -2.68582
H 0.41510 0.72997 -3.76975
H 1.75493 1.65137 -3.85094
H -1.15988 -0.45611 -0.51276
H -0.78775 -0.62650 -2.20530
H -0.31258 -2.14918 1.04145
H -1.82405 -2.53995 0.17636
H -0.52517 -3.73895 0.27597
H -0.82622 2.88386 0.37534
H -0.70772 2.43272 -1.33919
H 0.62182 3.29514 -0.57274
H 0.43439 0.11214 1.68462
H 2.21449 -1.66791 -0.68886
C -4.39512 -0.51528 4.24137
C -3.60910 -0.50996 5.55866
C -2.11402 -0.17741 5.49917
F -1.43818 -1.08122 4.75154
F -1.60603 -0.21123 6.74771
F -3.79226 -1.67850 6.20648
F -4.16328 0.47172 6.32636
O -4.63592 -1.77111 3.62651
C -3.74834 -2.36788 2.79031
C -3.25412 -3.71499 3.34142
F -2.66425 -3.55554 4.53800
F -2.33400 -4.22767 2.48476
F -2.71325 -1.55394 2.47256
F -4.39242 -2.64601 1.63054
H -5.38438 -0.16203 4.50505
H -3.99682 0.21327 3.53344
H -1.95970 0.82216 5.08385
H -4.08887 -4.41040 3.44056
C 2.76155 -3.70438 -3.12003
C 2.75352 -3.10704 -4.53292
C 3.70941 -3.70040 -5.57390
F 4.99120 -3.54864 -5.18621
F 3.53629 -3.03988 -6.73636
F 2.92751 -1.76439 -4.45097
F 1.50019 -3.32073 -5.02166
O 3.50876 -3.00776 -2.13206
C 4.84724 -3.22999 -1.90982
C 5.67835 -1.97493 -2.20725
F 5.53174 -1.58165 -3.48616
F 6.98826 -2.22689 -2.00216
F 5.30213 -4.30052 -2.56892
F 4.98736 -3.47414 -0.58425
H 1.72915 -3.61495 -2.78206
H 2.98955 -4.77003 -3.12773
H 3.49741 -4.76098 -5.73224
H 5.36670 -1.15914 -1.55668
C -8.82497 -2.47350 5.51683
C -8.22084 -1.20818 4.89304
C -8.96037 0.12056 5.08282
F -10.17847 0.08656 4.51832
F -8.23893 1.09443 4.47486
F -7.97370 -1.41452 3.58419
F -7.00520 -1.02591 5.50567
O -9.56786 -3.32723 4.67164
C -10.90577 -3.13888 4.43806
C -11.19407 -2.84583 2.95757
F -10.52821 -1.74564 2.55509
F -12.51625 -2.62401 2.80767
F -11.42666 -2.19502 5.24151
F -11.52969 -4.30228 4.72737
H -7.96156 -3.07268 5.80348
H -9.35915 -2.24447 6.43971
H -9.05384 0.36379 6.14430
H -10.89144 -3.69600 2.34344
C -1.68131 5.47470 -4.39694
C -2.18127 4.22814 -3.65248
C -2.01351 2.87065 -4.34207
F -2.70518 2.80245 -5.48955
F -2.47655 1.89738 -3.51365
F -3.45878 4.40499 -3.27027
F -1.42803 4.12814 -2.51149
O -2.63599 6.25188 -5.08570
C -3.00853 5.97411 -6.37626
C -4.49728 5.60878 -6.47952
F -4.77180 4.53650 -5.71056
F -4.77893 5.29903 -7.76171
F -2.22602 5.02762 -6.92908
F -2.83668 7.10457 -7.09375
H -1.32372 6.13454 -3.60728
H -0.81595 5.24429 -5.02030
H -0.95495 2.68042 -4.53789
H -5.11244 6.45149 -6.15921
C 10.19110 1.17822 1.40026
C 10.60006 2.60216 0.99593
C 9.68827 3.75639 1.42896
F 8.45480 3.62471 0.88738
F 10.21579 4.91443 0.99009
F 10.80676 2.65407 -0.33529
F 11.79383 2.83629 1.60675
O 9.52818 0.38528 0.42193
C 8.19075 0.41741 0.22311
C 7.84014 0.92746 -1.18301
F 8.32653 2.15340 -1.38391
F 6.47012 0.98020 -1.32825
F 7.53871 1.12975 1.17080
F 7.72953 -0.85811 0.32069
H 11.13175 0.65534 1.56102
H 9.66625 1.16637 2.35575
H 9.60392 3.79580 2.51807
H 8.23143 0.26526 -1.95625
*
```

The LUMO energy is -3.47 eV.

Entry 2:
ORCA calculation (ωB97M-V with the def2-TZVPD basis set) on a 2-piece molecular cluster, C33H38BNO2S2 overall in a non-equilibrium geometry.

```
! wB97M-V def2-TZVPD RIJCOSX def2/J DEFGRID3
* xyz 0 1
C -2.15249 5.66849 -0.35351
C -1.69192 4.44884 0.34113
C -1.61228 4.13120 1.69313
C -0.99135 2.84987 1.95723
C -0.55710 2.22635 0.81054
B 0.65451 1.11273 0.43579
C -0.25244 -0.18445 0.06552
C -1.07632 -0.93743 0.87376
C -1.86819 -1.85451 0.09544
C -1.54391 -1.85689 -1.25083
C -2.24246 -2.57723 -2.33124
S -0.21449 -0.76250 -1.57145
O 1.34784 1.60603 -0.72975
C 2.70548 1.79003 -0.36105
C 3.60544 1.39281 -1.52761
C 2.95652 3.27286 -0.10675
C 2.79889 0.83735 0.96502
C 3.05328 -0.59957 0.52333
C 3.77745 1.27222 2.03698
O 1.50715 0.91846 1.55778
S -1.00288 3.16625 -0.58706
H -2.64711 6.36520 0.32005
H -1.26202 6.14525 -0.78525
H -2.84203 5.42691 -1.16751
H -1.94955 4.82466 2.44703
H -0.88713 2.41110 2.94434
H -1.17432 -0.81080 1.95445
H -2.66106 -2.48529 0.50335
H -2.85083 -3.38241 -1.90411
H -2.90814 -1.87734 -2.85789
H -1.52456 -2.99829 -3.04406
H 4.66255 1.47884 -1.24466
H 3.40858 0.38537 -1.89643
H 3.43548 2.09216 -2.35147
H 4.02556 3.44929 0.08684
H 2.70626 3.83274 -1.01797
H 2.36977 3.66996 0.73032
H 4.12290 -0.74761 0.33232
H 2.74389 -1.29054 1.31539
H 2.48479 -0.84642 -0.38690
H 4.80677 1.13009 1.70112
H 3.61533 2.31844 2.30854
H 3.60545 0.65149 2.92084
C 1.19695 -1.08583 9.45099
N 0.58493 -1.71905 8.29610
C -0.74715 -1.76197 8.05472
C -0.99509 -2.52260 6.86259
C -2.20709 -2.58978 6.15430
C -2.50069 -3.56641 5.12373
C -1.87873 -3.50688 3.85125
C -2.18263 -4.43315 2.86003
C -3.10201 -5.47264 3.10064
C -3.46216 -6.41544 1.99992
C -3.70038 -5.55833 4.37038
C -3.44179 -4.60653 5.34757
C 0.32612 -3.05704 6.46288
C 0.78599 -4.01697 5.57187
C 2.17466 -4.20494 5.44795
C 3.09596 -3.46517 6.21222
C 2.63952 -2.59827 7.20668
C 1.26936 -2.44960 7.32293
H 2.28268 -1.08348 9.35511
H 0.86527 -0.04477 9.55848
H 0.91646 -1.62688 10.36617
H -1.44995 -1.27940 8.73447
H -3.04227 -1.97344 6.54609
H -1.14805 -2.70278 3.69235
H -1.69293 -4.33922 1.88655
H -4.13611 -7.20660 2.34294
H -3.96236 -5.90190 1.16310
H -2.54950 -6.87674 1.59907
H -4.39868 -6.37374 4.58089
H -3.93261 -4.67388 6.32874
H 0.08344 -4.62720 5.00228
H 2.54785 -4.93036 4.72325
H 4.16509 -3.58008 6.06600
H 3.30709 -2.05448 7.87042
*
```

The LUMO energy is -3.29 eV.